The following is a DFT calculation (ωB97M-V with the def2-TZVPD basis set) of an isolated molecule of C6H12O.

HOMO-LUMO gap (Eh): 0.38727
Energy above the lowest of the compared OMol25 structures with the same formula, charge and spin (eV): 0.385
M (g/mol): 100.2
Electronic energy (eV): -8463.969
Max |F| (eV Å⁻¹): 0.3

Geometry as ORCA input:
```
! RIJCOSX wB97M-V def2-TZVPD def2/J DEFGRID3
* xyz 0 1
C -0.82271 -1.63616 -0.60750
C -0.64499 -0.12110 -0.53439
C -1.16243 0.52379 0.75725
C -0.37868 1.83362 0.81676
O 0.84985 1.60211 0.14909
C 0.81571 0.38588 -0.59684
C 1.87252 -0.54396 -0.01625
H -1.88528 -1.90352 -0.62138
H -0.36732 -2.05002 -1.51499
H -0.36721 -2.13894 0.25359
H -1.18450 0.32852 -1.37912
H -0.93067 -0.11204 1.62089
H -2.24450 0.69020 0.74317
H -0.16053 2.15309 1.84264
H -0.91980 2.65009 0.31610
H 1.08343 0.62615 -1.63548
H 1.58072 -0.90040 0.97807
H 2.06324 -1.40870 -0.66120
H 2.80315 0.02138 0.08962
*
```


The following is a DFT calculation (ωB97M-V with the def2-TZVPD basis set) of a cluster of 2 separate species, C7H4ClFN2O2S in total.

HOMO-LUMO gap (Eh): 0.30125
Energy above the lowest of the compared OMol25 structures with the same formula, charge and spin (eV): 0.328
M (g/mol): 234.6
Electronic energy (eV): -40470.642
Max |F| (eV Å⁻¹): 4.6

Geometry as ORCA input:
```
! RIJCOSX wB97M-V def2-TZVPD def2/J DEFGRID3
* xyz 0 1
C 0.88129 0.51711 1.02247
C 0.42382 -0.42684 -2.03120
C -0.09377 0.66826 0.16157
C -0.29838 0.35906 -1.28103
C -2.05882 1.63890 -0.21544
C -2.10663 -1.87392 0.49478
C 2.21392 0.00379 1.04527
N -1.27067 1.24393 0.69023
N 2.73517 -1.07632 0.61465
O -1.45445 -1.94918 -0.44668
O -2.75055 -1.71926 1.41472
F 4.00200 -1.26192 1.13863
S -1.64092 1.29697 -1.89956
Cl -3.47004 2.47922 0.08213
H 0.52018 0.82026 2.04917
H 0.08502 -0.75042 -3.02443
H 1.32987 -0.63191 -1.55713
H 2.95295 0.66227 1.74187
*
```


The following is a DFT calculation (ωB97M-V with the def2-TZVPD basis set) of a cluster of 3 separate species, C2H11NO2 in total.

HOMO-LUMO gap (Eh): 0.37247
Energy above the lowest of the compared OMol25 structures with the same formula, charge and spin (eV): 0.882
M (g/mol): 81.1
Electronic energy (eV): -7837.045
Max |F| (eV Å⁻¹): 1.9

Geometry as ORCA input:
```
! RIJCOSX wB97M-V def2-TZVPD def2/J DEFGRID3
* xyz 0 1
C -2.72391 -2.55155 -0.85324
C -1.35239 -1.88326 -0.61662
N -0.18442 -2.80482 -0.69018
H -3.28055 -2.02602 -1.62810
H -2.65451 -3.60709 -1.10281
H -3.30867 -2.44454 0.04100
H -1.19104 -1.08810 -1.29241
H -1.32273 -1.48613 0.39731
H -0.09376 -3.27396 0.19787
H -0.40037 -3.52817 -1.36990
H 1.67317 1.95355 -1.36337
H 1.86410 3.44446 -1.60049
O 2.14849 2.72226 -1.03097
H 1.51979 3.11338 2.34697
H 2.42590 3.45023 3.50718
O 1.66249 3.77541 3.02971
*
```


The following is a DFT calculation (ωB97M-V with the def2-TZVPD basis set) of a cluster of 2 separate species, C4H12NO in total.

HOMO-LUMO gap (Eh): 0.25984
Energy above the lowest of the compared OMol25 structures with the same formula, charge and spin (eV): 0.616
M (g/mol): 90.1
Electronic energy (eV): -7879.504
Max |F| (eV Å⁻¹): 1.2

Geometry as ORCA input:
```
! RIJCOSX wB97M-V def2-TZVPD def2/J DEFGRID3
* xyz -1 1
C 0.63978 -0.23137 -1.91677
C -0.75599 0.14906 -1.40797
N -1.07547 -0.64905 -0.21853
C -2.21684 -0.13590 0.48571
H 0.83700 0.11101 -2.93403
H 0.71238 -1.32334 -1.89456
H 1.36173 0.15027 -1.19722
H -1.49303 -0.05973 -2.19411
H -0.72487 1.21355 -1.12986
H -0.21466 -0.49196 0.38233
H -2.24760 -0.55991 1.48906
H -2.21239 0.96519 0.58757
H -3.15772 -0.37518 -0.03363
C 2.11930 0.24559 1.99132
O 0.95371 0.33331 1.28995
H 2.31999 -0.77468 2.39863
H 3.01463 0.55023 1.40003
H 2.14005 0.88289 2.90207
*
```


The following is a DFT calculation (ωB97M-V with the def2-TZVPD basis set) of a structure of composition C37H36ClN2O4S3SbW.

HOMO-LUMO gap (alpha / beta) (Eh): 0.19216 / 0.19228
Energy above the lowest of the compared OMol25 structures with the same formula, charge and spin (eV): 1.299
M (g/mol): 1010.0
Electronic energy (eV): -103516.371
Max |F| (eV Å⁻¹): 2.5

Geometry as ORCA input:
```
! RIJCOSX wB97M-V def2-TZVPD def2/J DEFGRID3
* xyz 0 1
W 0.64463 -0.26733 0.29436
Cl -0.34788 3.61277 -5.66614
C -0.43761 2.54723 -4.28885
C -1.02904 1.28460 -4.42463
C -1.17550 0.44961 -3.34182
C -0.71016 0.83853 -2.07452
O -0.94182 0.13941 -0.99540
C -0.07540 2.09427 -1.96737
C 0.24952 2.57795 -0.65568
N 0.31335 1.82689 0.38160
C 0.27108 2.38298 1.69420
C 0.39523 3.69525 2.03661
C 0.32833 4.08197 3.39078
C 0.11650 3.15370 4.36552
C -0.03135 1.78868 4.02983
C -0.22582 0.77301 4.99466
C -0.30665 -0.51015 4.57249
C -0.17856 -0.80786 3.20271
N -0.02571 0.09644 2.26468
C 0.04612 1.40982 2.68428
C 0.03525 2.94952 -3.07085
H -1.38411 0.97181 -5.39930
H -1.64494 -0.51838 -3.45144
H 0.33662 3.65398 -0.52113
H 0.55737 4.45559 1.28341
H 0.44586 5.12609 3.65108
H 0.06682 3.44600 5.40820
H -0.28775 1.02895 6.04621
H -0.42143 -1.33029 5.26959
H -0.15649 -1.82964 2.87594
H 0.49030 3.92865 -2.96053
S 3.96091 -1.29766 3.51256
C 2.99993 -0.96428 2.22755
S 2.05104 -2.09364 1.32853
S 2.75492 0.61170 1.53734
O 2.36383 0.43812 -1.38137
C 2.61556 -0.38648 -2.51491
C 1.45776 -1.41222 -2.48157
O 1.14072 -2.09363 -3.42985
O 0.95576 -1.52738 -1.29030
C 2.72009 0.48552 -3.76466
C 2.24043 0.08875 -5.01098
C 2.42632 0.89814 -6.12810
C 3.09005 2.11055 -6.02216
C 3.56963 2.51546 -4.78360
C 3.38578 1.70678 -3.67107
C 3.91180 -1.19788 -2.32676
C 4.36110 -2.00830 -3.36972
C 5.50599 -2.77132 -3.21965
C 6.21972 -2.73709 -2.02545
C 5.77504 -1.93560 -0.98834
C 4.61993 -1.17085 -1.13588
H 3.12996 0.98289 -1.16814
H 1.70925 -0.84842 -5.09966
H 2.04207 0.57330 -7.08911
H 3.22948 2.73844 -6.89400
H 4.09196 3.45965 -4.68166
H 3.79353 2.04959 -2.72574
H 3.81046 -2.04665 -4.30125
H 5.84160 -3.39810 -4.03728
H 7.11160 -3.34005 -1.90690
H 6.31028 -1.90778 -0.04652
H 4.27204 -0.57617 -0.30238
C -1.75928 -4.00768 3.00466
C -2.48404 -3.40611 1.79593
Sb -1.19068 -2.50595 0.34179
C -0.08630 -4.27417 -0.11952
C -0.93898 -5.49811 -0.44725
C -2.47953 -2.49137 -1.35498
C -3.74849 -3.33627 -1.23243
H -2.42579 -4.66802 3.56558
H -1.41747 -3.23949 3.69889
H -0.88758 -4.59977 2.71426
H -3.23342 -2.67197 2.10200
H -3.00216 -4.17910 1.22754
H 0.58183 -4.46867 0.71718
H 0.53400 -3.98378 -0.96492
H -1.63165 -5.76452 0.35621
H -0.29578 -6.36656 -0.61206
H -1.52151 -5.35453 -1.35891
H -1.83718 -2.81423 -2.17443
H -2.72710 -1.44760 -1.52581
H -3.53816 -4.39130 -1.05043
H -4.33356 -3.27861 -2.15528
H -4.39232 -2.98477 -0.42130
*
```


The following is a DFT calculation (ωB97M-V with the def2-TZVPD basis set) of a structure of composition C31H31BF6GeN5O6S4Ta.

HOMO-LUMO gap (Eh): 0.19338
Energy above the lowest of the compared OMol25 structures with the same formula, charge and spin (eV): 0.200
M (g/mol): 1076.2
Electronic energy (eV): -170764.546
Max |F| (eV Å⁻¹): 1.0

Geometry as ORCA input:
```
! RIJCOSX wB97M-V def2-TZVPD def2/J DEFGRID3
* xyz 2 1
Ta 1.73408 -1.70223 0.02158
C -2.23521 -3.45690 -0.99794
N -1.86639 -3.71155 0.39132
C -2.74124 -3.82760 1.43853
C -1.99633 -4.06828 2.54637
N -0.67094 -4.09798 2.18288
B 0.40997 -4.35553 3.32772
N 1.81396 -4.69332 2.73763
C 2.39317 -5.93871 2.71027
C 3.68008 -5.79614 2.30521
N 3.88176 -4.45240 2.08238
C 5.15041 -3.83706 1.69151
C 2.73322 -3.81688 2.34471
S 2.44418 -2.09165 2.24360
C -0.62202 -3.87637 0.87569
S 0.76212 -3.82198 -0.20080
H -3.30093 -3.25223 -1.02620
H -2.01676 -4.32619 -1.61481
H -1.69868 -2.58674 -1.36994
H -3.80389 -3.73564 1.30199
H -2.29390 -4.23576 3.56601
H 0.02841 -5.30896 3.93934
H 0.48547 -3.34923 3.97849
H 1.84793 -6.81443 3.01322
H 4.47017 -6.51388 2.17520
H 5.93220 -4.58505 1.78245
H 5.37498 -3.00685 2.35733
H 5.10628 -3.49120 0.66187
F 2.05593 -1.42963 -5.29754
C 1.56909 -0.55752 -4.44869
F 0.25827 -0.63738 -4.37915
F 1.96537 0.65524 -4.71772
S 2.22017 -1.05600 -2.75992
O 1.50372 -0.32516 -1.67508
O 1.95929 -2.46400 -2.48787
N 3.71619 -0.63921 -2.83684
S 4.59392 -0.98934 -1.59005
O 5.83929 -1.59299 -1.84615
O 3.71493 -1.76830 -0.62908
C 4.85938 0.60293 -0.64842
F 5.07592 0.27481 0.61586
F 5.88755 1.23064 -1.15415
F 3.75900 1.32461 -0.73596
O 1.43721 0.05279 0.95336
C 0.15213 -0.11797 1.06303
O -0.24369 -1.13334 0.39451
C -0.70138 0.68792 1.94086
C -0.54889 2.20192 1.75619
Ge -1.52037 2.92723 0.17607
C -0.37263 2.94565 -1.40387
C -0.95916 2.79669 -2.66268
C -0.21563 2.97074 -3.82247
C 1.12885 3.30737 -3.73760
C 1.72861 3.45099 -2.49411
C 0.98271 3.26544 -1.33662
C -3.02249 1.72978 -0.18219
C -4.29837 2.01895 0.30020
C -5.36898 1.17317 0.03729
C -5.18010 0.03142 -0.72763
C -3.91835 -0.26301 -1.22765
C -2.84766 0.57730 -0.95077
C -2.09007 4.72279 0.62037
C -1.85060 5.77267 -0.26406
C -2.26607 7.06070 0.04551
C -2.92456 7.30963 1.24086
C -3.16741 6.27173 2.13051
C -2.75026 4.98540 1.82116
H -0.39480 0.38280 2.95353
H -1.72857 0.35250 1.79097
H 0.50157 2.49657 1.74645
H -0.98551 2.68171 2.63279
H -2.01483 2.56115 -2.74352
H -0.69277 2.87492 -4.78940
H 1.70205 3.48218 -4.63904
H 2.76938 3.74158 -2.43003
H 1.46096 3.41696 -0.37408
H -4.46872 2.92371 0.87184
H -6.35358 1.41772 0.41281
H -6.01937 -0.61259 -0.95543
H -3.77858 -1.12583 -1.86785
H -1.87508 0.35596 -1.38267
H -1.33586 5.59106 -1.20046
H -2.07508 7.86965 -0.64695
H -3.24815 8.31340 1.48142
H -3.67946 6.46507 3.06372
H -2.94661 4.18758 2.53081
*
```


> M of number 4 (C4H12NO)?

90.1 g/mol


> Which value of max |F| does entry 1 give?

0.3 eV Å⁻¹